CH2N2O3 | ωB97M-V/def2-TZVPD

Geometry as XYZ:
```
8
Properties=species:S:1:pos:R:3:forces:R:3:nbo_charge:R:1
N -1.137964 -3.184923 -0.707173 0.3 -0.4 0.2 0.35
O -0.561728 0.298283 -0.103796 1.3 0.5 1.5 -0.51
N -0.122790 -3.464316 -0.234894 -0.9 0.5 -0.3 0.36
O -1.912176 -2.376294 -1.117903 -1.0 0.0 -0.7 -0.37
C -1.236637 0.052025 -1.043606 -0.7 -0.2 -0.4 0.28
O 0.559400 -4.306977 0.233392 1.5 -1.1 0.8 -0.33
H -0.930927 0.286563 -2.044008 0.4 0.4 -1.1 0.10
H -2.150881 -0.496899 -0.937009 -1.0 0.4 0.0 0.13
```
Forces are in eV/Å.

## Properties
E in eV: -10185.191
LUMO level in Eh: -0.0371
Kohn-Sham gap in hartree: 0.32654
F_max in eV Å⁻¹: 2.06